[1]
DFT (ωB97M-V with the def2-TZVPD basis set) results for 2 unconnected molecules or ions with the total composition C22H33N4 at a distorted geometry.

E_HOMO, eV: -10.1907
Energy relative to the best compared isomer or geometry (same formula, charge and spin), eV: 0.000
Orbital gap, eV: 5.78
Max |F|, eV/A: 2.55
Charge: +1

The geometry in XYZ format:
```
59
Properties=species:S:1:pos:R:3:nbo_charge:R:1
C 1.65817 0.16784 0.68673 -0.2092
C 4.74354 4.28921 1.08051 -0.4047
C -2.21480 -2.68447 1.45987 -0.2855
H -1.20712 -3.77457 -1.93992 0.3692
H 5.08299 4.34044 3.50297 0.2249
C -5.42181 -0.83356 2.07603 -0.4156
H 5.75149 4.49203 1.46381 0.2143
N 0.06649 -0.45242 -2.57355 -0.6749
H 2.94645 0.15421 -1.05480 0.2302
H 0.75475 0.34052 2.66936 0.2320
C -1.39985 -0.03815 0.99716 -0.0548
H -0.18660 -0.70295 -1.62730 0.3998
H 1.25087 -1.60275 -0.46976 0.2469
C 0.79672 -0.84243 0.17406 0.0681
H -6.37790 -1.33116 2.27000 0.2228
C 1.51940 0.73144 1.99664 -0.1092
H -1.05836 0.99150 0.86118 0.2215
C 0.82549 0.69449 -2.91166 -0.1964
C -2.70342 -0.28710 1.38197 -0.3244
C 3.46301 1.76244 0.25934 -0.2775
H 2.28322 2.09569 3.47017 0.2283
H -3.93937 -3.70990 3.03787 0.2150
H -3.40381 0.54178 1.50274 0.2337
N 4.09262 3.35963 1.98109 -0.3617
H -5.67326 -3.32093 2.82013 0.2110
C -0.95585 -2.43654 0.95092 -0.0851
H 4.31190 2.80483 3.99897 0.2179
C -0.02949 -0.44856 -4.92908 -0.4016
H -5.43588 -0.39907 1.06883 0.2160
C -3.12191 -1.60955 1.68876 0.2728
H -0.27093 -3.26150 0.74835 0.2314
C -0.82054 -2.50041 -3.52059 -0.2109
C -0.49813 -1.10689 0.73049 -0.2243
C 3.31607 2.31968 1.56337 0.2723
H 0.68356 -1.18278 -5.32793 0.2059
H 0.14054 -2.97604 -3.75995 0.1898
H -2.53833 -3.71004 1.64875 0.2306
H 1.87269 0.54929 -2.62000 0.1582
C 2.72785 0.65801 -0.11216 -0.0805
C 2.36384 1.72973 2.44339 -0.2510
H 3.31529 4.26013 3.74134 0.2062
H -2.06264 -2.36430 -1.89631 0.3567
C 4.19760 3.70687 3.38347 -0.4179
H -1.74027 -0.61144 -3.63171 0.1425
H 4.81086 3.88917 0.06728 0.2159
H 0.49261 1.61393 -2.39926 0.1681
N -4.37862 -1.83354 2.18287 -0.3808
H -4.75235 -2.55997 4.13066 0.2044
H -5.29483 -0.01814 2.80510 0.1996
H 4.19762 2.17587 -0.43314 0.2288
H -1.59042 -2.84608 -4.23102 0.1755
C -4.68927 -2.91820 3.08909 -0.4030
N -1.16209 -2.78025 -2.13223 -0.8609
H 0.12135 1.71133 -4.69111 0.2104
H 1.69860 0.91630 -4.91615 0.2172
C 0.71224 0.82026 -4.45320 -0.4062
C -0.69243 -0.98778 -3.64618 -0.0348
H 4.20033 5.24775 1.04317 0.2111
H -0.77786 -0.23290 -5.69945 0.2217
```

---

[2]
DFT (ωB97M-V with the def2-TZVPD basis set) results for 3 unconnected molecules or ions with the total composition C35H56N10O4PS3 at a distorted geometry.

E_HOMO, eV: -10.4081
Orbital gap, eV: 7.99
Max |F|, eV/A: 2.52
Charge: +1

The geometry in XYZ format:
```
109
Properties=species:S:1:pos:R:3:lowdin_charge:R:1
S 3.12164 -0.93599 3.11037 1.0155
H 3.08239 1.83457 1.43331 0.1261
C -0.31693 -3.96983 4.59830 -0.1608
C 1.37746 0.04840 -1.96268 -0.1613
C -1.45099 -6.22484 5.55743 -0.0648
C -1.43581 2.27494 2.91556 -0.0116
H -0.79118 4.18430 -0.22599 0.0916
H -1.95224 -7.10138 5.94357 0.1039
H 2.85734 6.15957 2.02184 0.0738
C -1.73761 2.64177 1.49049 -0.4210
H -0.46260 1.11762 -2.13958 0.0815
H 1.38832 8.17702 0.46193 0.1198
H 0.26713 5.47809 -3.44294 0.0935
N -3.65772 -6.77037 -2.15273 0.0431
H -0.95261 5.49372 -2.33413 0.0706
H -0.52845 -0.18997 -1.02208 0.1332
C -1.37409 -4.10282 -2.64880 -0.0825
H -5.73090 -8.54308 -0.19156 0.1026
O 2.78156 7.04733 2.39076 -0.1397
H 1.65199 -0.85636 -1.42818 0.1140
C -2.17525 -5.07518 5.27174 -0.1527
N 0.85315 2.97003 -0.70578 -0.0598
C 2.16089 -4.36551 1.89711 -0.1668
P 3.70419 3.16482 -1.44309 0.4193
S 1.24654 7.34140 2.67812 0.6027
N -0.59797 5.03773 -3.16400 0.1064
C -0.01273 -0.96873 -3.93737 -0.1518
N 3.15216 -4.76317 2.65716 0.0516
H -2.34179 2.38276 3.50230 0.0954
H -2.00121 1.82967 -0.42522 0.1005
C 0.01891 -4.42346 -2.69038 -0.0812
H -2.38881 -2.20056 -3.17526 0.1094
H 1.25858 0.43501 3.38993 0.0734
C 1.08523 1.19183 0.95844 -0.2383
H -5.26329 -6.23966 -0.99117 0.1032
H -2.76921 4.13338 2.00612 0.0791
H -4.27418 -10.40751 -0.99245 0.1077
C 1.37524 -0.48270 2.82273 -0.4155
C -2.88892 -7.77221 -2.57418 -0.1556
N -1.63033 -3.95940 4.79680 0.0520
C 1.03867 -0.28864 1.33539 -0.1870
H 3.43931 2.32819 -2.53049 -0.0022
H -0.70343 6.03278 1.11140 0.0993
C 2.96238 -2.61642 2.73817 -0.6926
H 1.56940 3.99272 -2.38477 0.0621
C -0.06142 6.53680 0.39806 -0.2039
C -4.64695 -7.07082 -1.31559 -0.1522
C -4.90972 -8.35775 -0.87037 -0.0706
N -0.24405 -2.28697 -3.38371 -0.1204
C -0.08308 -6.21828 5.34043 -0.0649
C -1.49461 -2.78746 -3.05843 -0.0950
C -3.06540 -9.09170 -2.18721 -0.0696
H 4.72594 2.52239 -0.74388 0.0097
H -2.38854 3.86688 -2.40330 0.0995
H 2.21465 0.73175 -1.87597 0.0611
C 0.09691 0.63194 -1.35067 -0.1076
O 1.20825 8.51208 3.48382 -0.2369
O 0.64691 6.10032 3.09883 -0.2897
H 1.47794 -4.97218 1.33375 0.1367
N 3.68895 -3.61295 3.23732 0.0602
H -2.09298 -7.50153 -3.26026 0.1028
C 0.68295 -3.28399 -3.15070 -0.0955
H -2.41034 -9.86407 -2.56544 0.1029
H 0.10912 -3.04439 4.22005 0.0778
H 0.04074 -1.04163 -5.02265 0.1323
N -0.16724 3.09379 -4.31406 0.1115
H 1.56296 -4.99867 4.67270 0.0840
H 0.46606 -5.37339 -2.46092 0.0868
O 1.99684 -3.01831 1.87736 -0.0005
C 0.18877 1.64726 -0.19846 -0.2510
C -4.10020 -9.38950 -1.31591 -0.0757
H -0.72248 6.92639 -0.37476 0.1217
H -0.70615 2.97753 3.31933 0.0920
H 1.05893 5.78492 -1.29221 0.0888
H 1.79209 -0.82193 0.77447 0.0858
H 2.53321 3.70075 0.47346 0.1031
H -1.42510 0.71843 0.76190 0.1218
H 2.09122 -1.00196 -3.67775 0.1088
H -2.18806 -4.76216 -2.39602 0.0633
H -1.00028 3.22060 -4.87630 0.0987
C 0.60324 7.72989 1.06130 -0.2052
H -0.89787 -0.38011 -3.71788 0.1090
C -1.27962 1.72410 0.36950 -0.0597
C 0.85406 3.19764 -2.19515 -0.0897
H 0.01462 2.09763 -4.28173 0.0484
H 0.33761 3.97094 1.05925 0.1324
H 0.51789 -7.09266 5.55183 0.1107
C 0.90224 5.52727 -0.25350 -0.1725
N -1.67061 3.16045 -2.35750 0.1079
H 1.27877 2.32440 -2.66582 0.0746
C 0.26649 4.17679 -0.00477 -0.1212
H 0.78161 -1.27465 3.26017 0.0589
H 0.07710 -0.74613 1.12467 0.1242
C 1.27523 -0.32351 -3.45390 -0.1620
S 4.11489 5.00872 -1.88243 0.2173
H 0.92394 1.77629 1.86024 0.1229
C 2.31685 2.91417 -0.23884 -0.3716
C 0.49887 -5.06069 4.84911 -0.0705
H 1.87264 5.60026 0.22989 0.0736
H -1.04347 1.27176 3.02984 0.0682
N -2.44461 3.63630 1.17653 0.1539
H -0.15319 8.48512 1.25317 0.1138
H 1.44716 0.56449 -4.06400 0.1015
H -3.24518 -5.04595 5.43204 0.1033
H -2.01552 2.30888 -2.76994 0.0876
C -0.44335 3.61184 -2.97697 -0.6270
C 2.50706 1.61597 0.53897 -0.1394
H 1.72678 -3.13785 -3.35540 0.1046
H 3.04630 0.84658 -0.00173 0.1042
```